Entry 1:
# C38H18Cl92F3NO4

24 unconnected molecules or ions with the total composition C38H18Cl92F3NO4 (the ωB97M-V functional and the def2-TZVPD basis, OMol25).

Values from the calculation:
Spin multiplicity: 1
Charge: 0
Gap between HOMO and LUMO (eV): 7.5032

```
156
C38H18Cl92F3NO4, DFT the ωB97M-V functional and the def2-TZVPD basis
C -6.22 -1.00 -0.55
C -6.18 0.42 -1.37
O -7.59 0.70 -1.79
C -5.14 0.48 -2.63
N -3.77 -0.11 -2.35
C -3.68 -1.57 -2.77
C -3.16 -1.77 -4.31
O -4.26 -1.67 -5.33
C -3.71 -0.72 -6.32
C -2.77 -1.11 -7.44
C -2.23 0.13 -8.42
O -2.15 0.02 -9.75
C -1.85 1.53 -7.58
C -2.78 1.91 -6.48
C -2.63 3.21 -5.49
C -1.10 3.42 -4.90
C -0.68 2.27 -3.77
F -1.11 2.34 -2.32
C 0.20 1.10 -4.12
F 1.17 1.22 -5.24
F 0.01 -0.15 -3.34
C -4.08 0.90 -6.19
O -5.32 1.35 -5.93
H -6.66 -0.80 0.54
H -5.17 -1.51 -0.40
H -6.96 -1.72 -1.14
H -5.86 1.25 -0.60
H -7.61 1.05 -2.73
H -4.95 1.63 -2.86
H -5.56 0.01 -3.62
H -3.58 -0.03 -1.32
H -2.84 -2.06 -2.07
H -4.65 -2.20 -2.55
H -2.59 -2.77 -4.51
H -2.41 -0.87 -4.53
H -2.44 -2.23 -7.59
H -0.91 2.19 -7.79
H -3.09 4.19 -5.95
H -3.30 2.97 -4.52
H -0.30 3.47 -5.78
H -1.13 4.44 -4.29
C -6.20 1.65 3.33
Cl -5.04 0.34 3.65
Cl -7.56 1.54 4.48
Cl -5.40 3.23 3.52
Cl -6.82 1.50 1.66
C 1.49 -1.29 -0.07
Cl 2.34 -0.68 1.37
Cl 0.48 -2.69 0.38
Cl 0.45 -0.01 -0.74
Cl 2.68 -1.79 -1.30
C 4.89 -4.96 -3.29
Cl 4.71 -3.19 -3.31
Cl 6.15 -5.44 -4.46
Cl 5.38 -5.49 -1.65
Cl 3.35 -5.73 -3.72
C -3.07 5.21 -0.54
Cl -2.86 4.92 -2.29
Cl -3.47 6.92 -0.26
Cl -4.40 4.18 0.07
Cl -1.56 4.80 0.32
C -6.91 8.71 0.58
Cl -6.32 7.08 0.98
Cl -5.60 9.62 -0.22
Cl -8.30 8.59 -0.52
Cl -7.40 9.55 2.07
C -10.48 -2.28 -2.21
Cl -11.13 -0.62 -2.26
Cl -11.70 -3.42 -2.82
Cl -9.01 -2.38 -3.22
Cl -10.06 -2.70 -0.52
C 4.10 0.20 5.15
Cl 4.57 1.68 6.02
Cl 3.26 0.64 3.64
Cl 5.57 -0.75 4.76
Cl 3.02 -0.78 6.17
C 2.81 5.18 1.02
Cl 4.08 4.03 1.50
Cl 3.20 6.80 1.64
Cl 2.70 5.24 -0.76
Cl 1.24 4.66 1.68
C -7.27 4.56 -2.79
Cl -6.22 5.98 -3.00
Cl -7.27 4.08 -1.08
Cl -8.93 4.96 -3.30
Cl -6.65 3.22 -3.79
C -2.60 6.88 3.87
Cl -4.02 6.00 3.23
Cl -2.62 6.81 5.65
Cl -1.11 6.12 3.27
Cl -2.66 8.58 3.34
C 4.51 -1.88 9.72
Cl 2.96 -2.77 9.77
Cl 5.50 -2.35 11.13
Cl 5.38 -2.29 8.23
Cl 4.19 -0.13 9.77
C 2.90 -6.89 1.05
Cl 1.83 -7.11 2.46
Cl 2.57 -5.30 0.30
Cl 4.60 -6.95 1.57
Cl 2.60 -8.18 -0.14
C -5.63 -3.96 -8.61
Cl -6.38 -3.07 -7.27
Cl -4.04 -4.59 -8.09
Cl -6.68 -5.32 -9.09
Cl -5.40 -2.87 -10.00
C 3.90 7.76 5.73
Cl 4.27 6.65 7.07
Cl 5.15 7.59 4.47
Cl 2.31 7.36 5.04
Cl 3.89 9.44 6.33
C 7.32 3.93 -1.13
Cl 8.10 4.23 0.44
Cl 7.16 2.17 -1.39
Cl 5.70 4.68 -1.14
Cl 8.31 4.64 -2.43
C -0.24 -9.35 -3.18
Cl 0.81 -7.93 -3.39
Cl -0.24 -9.84 -1.46
Cl -1.90 -8.95 -3.68
Cl 0.37 -10.69 -4.17
C 0.72 5.06 9.31
Cl 1.19 6.54 10.18
Cl -0.12 5.50 7.80
Cl 2.18 4.12 8.92
Cl -0.36 4.09 10.33
C 12.26 2.86 1.16
Cl 12.84 1.22 1.56
Cl 13.57 3.77 0.36
Cl 10.86 2.73 0.06
Cl 11.77 3.70 2.65
C 6.17 -9.88 -4.36
Cl 7.48 -9.48 -5.50
Cl 4.82 -10.63 -5.24
Cl 6.78 -11.01 -3.12
Cl 5.60 -8.38 -3.57
C -2.92 -3.35 2.30
Cl -2.45 -1.87 3.17
Cl -3.76 -2.91 0.79
Cl -1.46 -4.29 1.91
Cl -4.00 -4.33 3.32
C 3.73 -0.44 -7.32
Cl 4.09 -1.55 -5.97
Cl 4.98 -0.60 -8.58
Cl 2.14 -0.84 -8.00
Cl 3.72 1.24 -6.71
C 9.65 -3.23 11.32
Cl 10.23 -4.87 11.72
Cl 10.95 -2.32 10.52
Cl 8.25 -3.36 10.22
Cl 9.16 -2.39 12.81
C 8.66 -8.46 12.99
Cl 8.01 -6.98 12.24
Cl 8.74 -9.75 11.76
Cl 10.30 -8.14 13.61
Cl 7.60 -8.97 14.32
```

***

Entry 2:
# C10H15FeN4OS2

A molecular structure, C10H15FeN4OS2 (the ωB97M-V functional and the def2-TZVPD basis, OMol25).

Values from the calculation:
Energy above the lowest of the compared OMol25 structures with the same formula, charge and spin (kJ/mol): 17.0
Spin multiplicity: 5
Charge: +1
Gap between HOMO and LUMO (spin up / spin down) (eV): 7.8216 / 7.5900

```
33
C10H15FeN4OS2, DFT the ωB97M-V functional and the def2-TZVPD basis
Fe -0.44 -0.13 0.03
C 1.78 -3.91 -0.42
C 1.14 -2.57 -0.60
N 0.97 -1.73 0.36
N 1.34 -2.05 1.61
C 0.63 -1.49 2.55
N 0.95 -1.69 3.83
S -0.80 -0.50 2.22
C 0.59 -2.14 -1.89
C 0.98 -2.69 -3.10
C 0.40 -2.24 -4.27
C -0.57 -1.25 -4.20
C -0.91 -0.75 -2.96
N -0.36 -1.18 -1.83
H 1.95 -4.08 0.64
H 2.74 -3.95 -0.94
H 1.14 -4.69 -0.83
H 1.70 -2.31 4.07
H 0.33 -1.35 4.55
H 1.74 -3.46 -3.11
H 0.70 -2.66 -5.23
H -1.05 -0.89 -5.10
H -1.67 0.01 -2.86
C -1.83 3.93 -1.90
S -2.44 2.47 -1.00
C -2.80 3.23 0.60
O -1.21 1.63 -0.75
H -1.51 4.71 -1.22
H -2.63 4.29 -2.54
H -0.99 3.58 -2.51
H -3.79 3.70 0.55
H -2.04 3.97 0.85
H -2.80 2.42 1.32
```

***

Entry 3:
# C3H9N3O

A single C3H9N3O molecule (the ωB97M-V functional and the def2-TZVPD basis, OMol25).

Values from the calculation:
Energy above the lowest of the compared OMol25 structures with the same formula, charge and spin (kJ/mol): 543.2
Spin multiplicity: 1
Structure (SMILES): CC/[N+]([O-])=N/NC
Charge: 0
Gap between HOMO and LUMO (spin up / spin down) (eV): 8.6656 / 8.7031

```
16
C3H9N3O, DFT the ωB97M-V functional and the def2-TZVPD basis
C 2.24 -0.86 0.05
C 1.76 0.55 0.38
N 0.55 0.80 -0.41
O 0.31 1.86 -1.02
N -0.54 -0.18 -0.12
N -1.71 0.23 -0.65
C -2.75 -0.36 0.12
H 3.04 -1.15 0.69
H 1.42 -1.50 0.35
H 2.53 -1.02 -1.02
H 1.59 0.41 1.42
H 2.50 1.36 0.15
H -1.80 1.28 -0.71
H -3.89 -0.11 -0.32
H -2.55 -1.39 0.03
H -2.71 0.09 1.05
```

***

Entry 4:
# C39H52FLaN9O6P2S

A molecular structure, C39H52FLaN9O6P2S (the ωB97M-V functional and the def2-TZVPD basis, OMol25).

Values from the calculation:
Energy above the lowest of the compared OMol25 structures with the same formula, charge and spin (kJ/mol): 0.0
Spin multiplicity: 1
Charge: -1
Gap between HOMO and LUMO (eV): 5.5899

```
111
C39H52FLaN9O6P2S, DFT the ωB97M-V functional and the def2-TZVPD basis
La -17.75 -1.19 12.33
O -12.81 -2.61 15.47
C -12.37 -1.48 14.92
C -11.07 -1.08 15.20
C -10.58 0.12 14.72
C -11.38 0.95 13.92
C -12.66 0.53 13.61
C -13.19 -0.66 14.10
C -14.64 -0.98 13.86
O -15.37 -0.20 13.19
N -15.03 -2.08 14.47
N -16.40 -2.28 14.44
C -16.81 -2.89 15.49
C -18.21 -3.19 15.78
C -18.49 -4.28 16.63
C -19.78 -4.60 16.97
C -20.82 -3.80 16.46
C -20.57 -2.72 15.65
C -19.24 -2.36 15.27
O -19.02 -1.34 14.50
H -13.79 -2.68 15.17
H -10.47 -1.72 15.85
H -9.58 0.43 14.99
H -10.99 1.88 13.53
H -13.32 1.13 13.00
H -16.04 -3.21 16.19
H -17.66 -4.85 17.03
H -20.00 -5.45 17.62
H -21.85 -4.04 16.71
H -21.38 -2.11 15.26
C -16.24 2.67 9.02
N -15.89 1.61 9.97
C -15.38 2.16 11.25
P -15.53 0.09 9.56
O -15.87 -0.99 10.54
O -16.38 -0.11 8.20
P -17.85 -0.80 8.17
O -18.52 -0.70 9.50
N -17.55 -2.28 7.57
C -16.20 -2.83 7.44
C -18.53 -3.32 7.99
N -18.69 -0.03 7.00
C -18.16 -0.03 5.64
C -19.54 1.10 7.33
N -13.96 -0.03 9.14
C -13.39 0.85 8.12
C -13.24 -1.30 9.28
H -15.38 3.33 8.86
H -17.06 3.26 9.45
H -16.56 2.28 8.05
H -14.45 2.68 11.07
H -15.24 1.38 12.00
H -16.14 2.85 11.64
H -15.53 -2.15 6.91
H -16.27 -3.75 6.84
H -15.77 -3.09 8.40
H -19.53 -2.92 8.13
H -18.22 -3.76 8.92
H -18.59 -4.08 7.20
H -17.56 -0.91 5.44
H -17.55 0.87 5.46
H -18.98 -0.02 4.91
H -19.88 1.06 8.36
H -20.43 1.09 6.68
H -19.02 2.06 7.15
H -13.91 1.81 8.07
H -13.44 0.38 7.13
H -12.34 1.06 8.36
H -13.70 -1.96 10.01
H -12.22 -1.10 9.61
H -13.18 -1.83 8.33
F -19.52 5.21 13.22
C -19.14 3.93 12.99
C -19.56 3.32 11.83
C -19.16 1.99 11.61
C -18.40 1.27 12.52
C -18.03 1.95 13.68
C -18.39 3.27 13.94
H -20.18 3.86 11.12
H -19.50 1.51 10.69
H -17.44 1.43 14.43
H -18.10 3.77 14.85
C -19.86 -2.80 12.12
C -20.36 -3.51 10.97
C -21.21 -2.89 10.02
C -21.73 -3.60 8.96
C -21.43 -4.96 8.77
C -20.57 -5.58 9.69
C -20.03 -4.86 10.74
H -19.67 -3.44 12.98
H -20.51 -1.98 12.45
H -21.46 -1.85 10.16
H -22.41 -3.10 8.27
H -21.86 -5.53 7.96
H -20.34 -6.63 9.58
H -19.41 -5.38 11.47
C -13.38 -6.01 9.70
C -14.84 -5.85 9.28
C -15.67 -5.38 10.44
N -16.07 -4.17 10.56
N -16.80 -3.96 11.75
C -16.90 -5.07 12.43
N -17.63 -5.17 13.56
S -16.10 -6.43 11.74
H -12.75 -6.37 8.88
H -13.29 -6.72 10.53
H -12.98 -5.07 10.07
H -15.24 -6.80 8.89
H -14.95 -5.12 8.48
H -18.02 -4.35 13.99
H -17.51 -5.94 14.19
```

***

Entry 5:
# C6H12S2

A gas-phase ion, C6H12S2 (charge +2) (the ωB97M-V functional and the def2-TZVPD basis, OMol25).

Values from the calculation:
Energy above the lowest of the compared OMol25 structures with the same formula, charge and spin (kJ/mol): 35.1
Spin multiplicity: 1
Charge: +2
Gap between HOMO and LUMO (eV): 12.1056

```
20
C6H12S2, DFT the ωB97M-V functional and the def2-TZVPD basis
S -0.63 -1.20 -0.88
S 0.39 1.29 0.78
C 0.19 0.21 -1.85
C -1.79 -0.48 0.38
C 0.92 1.27 -0.96
C -1.41 0.93 0.80
C 0.89 -1.46 0.22
C 1.13 -0.34 1.28
H -0.53 0.65 -2.44
H 0.95 -0.20 -2.47
H -2.81 -0.41 -0.10
H -1.73 -1.24 1.20
H 0.83 2.23 -1.46
H 2.03 1.07 -0.88
H -1.97 1.68 0.37
H -1.74 1.06 1.86
H 0.84 -2.50 0.78
H 1.71 -1.67 -0.35
H 2.19 -0.23 1.58
H 0.54 -0.68 2.14
```

***

E across the listed records, respectively: -1209571.2170 -74673.9032 -9769.9088 -99981.7887 -28067.9290 eV.